1.
Density functional theory data (ωB97M-V/def2-TZVPD) for a structure of composition C16H32NNdO2P2Si.

```
55
Properties=species:S:1:pos:R:3:lowdin_spin:R:1
H 2.26 -3.34 -3.14 0.0000
H 2.70 -1.92 2.57 0.0000
H 1.12 0.73 5.25 0.0000
C -2.76 0.78 4.46 0.0000
H 3.96 -2.47 1.42 -0.0001
H -1.80 1.17 -3.45 0.0000
C 0.07 0.51 5.50 0.0001
C 0.24 2.71 2.08 -0.0046
H 0.53 3.70 1.72 0.0002
O 3.85 2.09 -4.35 0.0000
C -1.07 -2.77 -3.16 0.0000
C -2.64 1.44 -2.79 -0.0005
H -2.65 -0.30 4.28 0.0000
H 4.88 -0.57 0.44 -0.0001
H -2.02 -3.11 -3.56 0.0000
H 4.03 0.75 1.30 0.0000
H -3.07 -1.23 -2.78 -0.0001
C 2.48 -1.81 -1.10 -0.0004
H 2.29 -3.09 1.28 0.0000
C 4.02 0.11 0.41 -0.0002
H -0.30 3.82 5.36 0.0000
C -1.26 3.28 5.35 0.0001
H 4.07 0.74 -0.49 0.0000
H -1.99 3.90 4.83 0.0000
H 0.16 -4.17 -4.26 0.0000
C -2.47 -1.21 -1.85 -0.0001
Nd -0.12 0.57 0.38 3.0370
C 0.13 -3.36 -3.53 0.0001
P -2.54 0.53 -1.20 -0.0050
H -1.59 3.14 6.39 0.0000
C 1.28 -2.90 -2.91 -0.0001
C -4.26 0.64 -0.62 -0.0010
N 0.03 -1.34 -1.55 -0.0029
H -3.59 1.21 -3.30 -0.0001
H -2.99 -1.86 -1.11 0.0000
H -4.35 1.59 -0.08 0.0000
H -4.48 -0.19 0.07 0.0000
C 1.20 -1.96 -1.89 0.0001
H 3.84 2.31 -3.42 0.0000
H -3.25 0.93 5.43 0.0000
H -0.08 0.70 6.57 0.0000
O -0.05 2.54 -0.28 -0.0181
C 2.90 -2.22 1.54 0.0000
H -2.59 2.51 -2.57 0.0000
C -0.37 1.88 2.79 -0.0015
H 3.56 1.15 -4.32 0.0000
P 2.44 -0.81 0.46 -0.0033
H -4.97 0.63 -1.46 -0.0002
H -3.40 1.20 3.67 0.0000
H -0.12 3.35 -0.83 -0.0001
H 2.89 -2.80 -0.85 0.0000
H -0.14 -0.55 5.29 0.0000
Si -1.08 1.60 4.50 0.0005
C -1.10 -1.77 -2.19 0.0002
H 3.26 -1.43 -1.76 0.0000
```

Output
* net charge: +2
* spin multiplicity: 4
* HOMO-LUMO gap (spin up / spin down): 8.80 / 9.02 eV
* expectation value of S²: 3.754

2.
Density functional theory data (ωB97M-V/def2-TZVPD) for a cluster of 3 separate species, C16H32NO2S in total.

```
52
Properties=species:S:1:pos:R:3:lowdin_charge:R:1
H -3.48 -0.61 4.22 0.1006
C 6.16 1.45 -0.04 -0.5400
H 0.60 2.14 -6.40 0.0855
H -4.80 -3.43 3.43 0.1102
C -5.41 -1.53 2.58 -0.0793
H 3.42 1.75 -1.52 0.1278
C -0.24 -0.01 -2.75 -0.0762
H 3.67 -0.11 -1.19 0.1257
O -3.12 -2.28 3.04 -0.1890
H -0.67 3.16 1.00 0.1485
C -0.76 0.98 1.56 0.0511
H -4.45 -2.63 5.45 0.0704
H -1.17 0.41 -3.14 0.0708
H -0.36 -1.10 -2.70 0.0912
C 0.04 -0.48 1.52 0.0492
C -4.44 -2.69 2.71 -0.2718
H -0.10 0.38 -1.74 0.0356
H 4.24 2.28 1.01 0.1169
H -1.89 -1.35 4.36 0.1058
H 4.58 0.44 1.29 0.0967
C 1.18 2.28 0.20 0.0702
H -0.41 2.32 -4.97 0.0608
C 4.62 1.31 0.48 -0.2823
C 0.95 0.36 -3.63 -0.2818
H -1.79 1.11 2.10 0.1325
H -5.52 -0.98 3.52 0.0668
H -4.38 -3.20 1.74 0.1216
C 3.52 0.93 -0.68 -0.1841
H -1.20 -0.09 -5.28 0.1061
C -0.32 1.78 -5.92 -0.0802
H 2.15 -1.54 0.63 0.1286
S 7.16 0.12 0.84 0.6123
O 0.85 -0.15 -4.96 -0.1543
C 2.04 0.88 0.09 -0.0962
H 1.85 -0.07 -3.19 0.1052
C 1.51 -0.55 0.73 0.0748
C -0.27 0.28 -5.72 -0.2698
H -0.18 -0.20 -6.71 0.1247
C -3.39 -2.38 5.49 -0.0729
H -6.40 -1.89 2.29 0.0842
C -2.96 -1.58 4.27 -0.2946
H -0.41 -1.44 2.02 0.1094
H 6.29 1.46 -1.21 0.0928
H 1.10 1.44 -3.65 0.1015
H 1.65 3.23 -0.30 0.1461
H -5.07 -0.81 1.83 0.0772
H 6.54 2.52 0.33 0.1018
H 6.42 -1.09 0.65 -0.1068
H -3.22 -1.81 6.40 0.0833
N -0.16 2.25 0.94 0.0218
H -2.83 -3.32 5.54 0.0892
H -1.17 2.06 -6.55 0.0823
```

Output
* net charge: +1
* HOMO-LUMO gap: 6.26 eV

3.
Density functional theory data (ωB97M-V/def2-TZVPD) for a structure of composition C16H33As3N4O4SSc.

```
62
Properties=species:S:1:pos:R:3:lowdin_charge:R:1
H -1.30 1.76 -3.74 0.0049
C 2.97 1.04 -1.33 -0.2646
C -2.06 1.79 -0.63 -0.3337
N 1.46 -4.06 1.70 0.1273
C 2.38 2.40 1.25 -0.2525
O 0.97 -1.25 2.67 -0.1455
H -3.17 1.37 2.21 0.0420
H -2.06 2.58 -5.11 0.0204
H -2.78 -0.30 2.69 0.0379
H -0.11 4.16 0.99 0.0952
H -3.05 2.15 -3.71 0.0144
N 0.60 -5.04 1.23 -0.0765
H 0.71 3.49 -3.78 0.0063
C 0.67 -6.43 1.37 -0.2942
H 3.36 1.99 -1.66 0.0432
H 0.96 3.37 -1.32 0.0825
H 1.48 -4.02 2.72 0.1156
H 2.61 3.38 0.84 0.0453
C -0.50 -4.72 0.53 -0.6974
H -0.91 4.99 -1.09 0.0703
As -1.87 0.13 0.40 1.0655
H -2.17 1.46 -1.66 0.0487
H -3.41 -1.01 -1.26 0.0330
H 3.30 1.89 1.53 0.0260
C -2.06 2.50 -4.02 -0.3590
H 2.62 0.48 -2.20 0.0347
H 0.19 4.73 -4.92 0.0175
H -1.87 -6.06 -0.31 0.1693
H 3.74 0.47 -0.83 0.0282
H -1.54 0.96 2.78 0.0218
H 0.23 1.98 -2.09 0.0593
N -1.03 -5.90 0.23 0.0541
H -3.02 2.20 -0.32 0.0912
O 2.67 -1.59 0.69 -0.1881
C 2.21 -1.63 2.97 -0.5432
H 1.82 -6.78 3.12 0.0951
N -0.34 -6.96 0.76 0.1531
H 1.52 -8.20 2.10 0.0959
S -1.08 -3.18 0.12 0.6483
C -1.00 2.90 -0.55 -0.6624
H 1.75 2.52 2.13 0.0297
O 2.52 -2.34 3.89 0.1320
H 2.40 -4.21 1.34 0.1312
C -0.84 3.36 0.91 -0.0744
C -2.40 0.60 2.21 -0.2761
H -0.51 2.53 1.55 0.0397
C -1.53 4.12 -1.34 -0.3795
H -3.71 -1.60 0.38 0.0150
H 0.67 5.20 -3.29 0.0204
As -1.72 4.31 -3.32 1.1421
C 3.16 -1.16 1.85 -0.5563
H -2.53 4.36 -0.96 0.0623
C -3.51 -0.72 -0.22 -0.3087
C 0.17 4.42 -3.88 -0.3514
H -1.79 3.73 1.30 0.0990
C 0.36 2.48 -1.13 -0.3379
As 1.51 1.29 -0.08 1.1294
C 1.74 -7.14 2.09 0.0162
O 4.11 -0.45 2.01 0.1321
H -4.34 -0.02 -0.12 0.0410
Sc 0.66 -1.34 0.74 0.6696
H 2.71 -6.98 1.60 0.0951
```

Output
* relative energy (zero: lowest compared OMol25 entry of this formula, charge and spin): 0.259 eV
* net charge: +1
* HOMO-LUMO gap: 7.83 eV

4.
Density functional theory data (ωB97M-V/def2-TZVPD) for a structure of composition C16H33BHfN2OP2.

```
56
Properties=species:S:1:pos:R:3:lowdin_charge:R:1
H 0.29 2.04 -2.93 0.0568
H -2.20 -3.05 1.62 0.0258
H -3.87 -0.38 -3.62 0.0111
H -0.80 1.28 -1.20 -0.0891
C -1.95 3.53 -1.21 -0.2540
H 0.05 3.79 1.42 0.0203
H 3.25 -1.36 -4.51 0.0916
H -0.57 2.25 2.73 0.0530
H 5.52 -0.69 -3.71 0.0920
H -4.77 -1.35 -2.14 0.0156
C -1.36 0.21 3.16 -0.3261
H -3.50 -2.31 -3.33 0.0133
H 3.80 0.51 0.08 0.0932
C 4.81 -0.06 -1.76 -0.1243
H 1.91 -3.20 -0.78 0.0420
H 0.53 3.81 -2.67 0.0470
H -0.87 1.78 4.38 0.0805
H -2.22 -3.52 -0.10 0.0405
H 0.82 -4.06 2.45 0.0465
H -3.43 0.48 2.84 0.0827
H 1.81 -2.59 2.11 0.0502
H 5.79 0.22 -1.40 0.0912
C 2.40 -0.21 -1.40 -0.4589
P -0.37 2.82 -0.79 0.6401
C 0.80 -3.00 2.18 -0.2777
H 1.52 3.74 0.36 0.0521
C 0.44 3.92 0.40 -0.2678
B -3.78 -1.27 -2.81 -0.4265
H -2.60 3.45 -0.34 0.0490
C -1.63 -3.56 0.83 -0.2685
H 0.40 -3.54 -1.63 0.0463
H -1.74 4.56 -1.48 0.0475
H 0.27 -2.42 2.95 0.0223
C 3.38 -0.95 -3.52 -0.1211
O -0.36 -0.30 2.45 -0.2852
H -1.47 -4.61 1.12 0.0463
C -2.64 -0.94 -1.88 -0.1752
N 1.34 0.01 -0.62 -0.2100
C 3.71 0.11 -0.93 -0.0679
C 0.66 2.82 -2.26 -0.2376
C 4.65 -0.57 -3.06 -0.1246
H 1.69 2.62 -1.96 0.0484
C 2.27 -0.79 -2.71 -0.0687
P -0.03 -2.70 0.58 0.7534
C -1.22 1.67 3.38 -0.0555
H -2.87 -0.70 1.68 0.0842
N -1.77 -0.67 -1.11 -0.0874
H 1.27 -1.07 -3.03 0.0961
C -2.70 -0.33 2.73 -0.0426
H 1.01 -4.71 -0.42 0.0482
H 0.20 4.92 0.02 0.0366
C 0.91 -3.65 -0.67 -0.2545
H -2.94 -1.13 3.40 0.0847
H -2.16 2.17 3.31 0.0756
H -2.36 2.96 -2.04 0.0577
Hf -0.40 0.05 0.26 1.0815
```

Output
* relative energy (zero: lowest compared OMol25 entry of this formula, charge and spin): 4.238 eV
* net charge: 0
* HOMO-LUMO gap (spin up / spin down): 3.99 / 4.00 eV

no.,DFT total energy (a.u.)
1,-2367.20720
2,-1231.66817
3,-9015.59252
4,-1569.63017